1.
{
  "formula": "C36H57Cl24F2N3O4",
  "method": "the ωB97M-V functional and the def2-TZVPD basis",
  "homo_lumo_gap_ev": 7.9,
  "species": ["N", "C", "C", "C", "C", "C", "C", "N", "C", "O", "F", "C", "O", "F", "C", "C", "C", "O", "N", "C", "O", "H", "H", "H", "H", "H", "H", "H", "H", "H", "Cl", "C", "C", "Cl", "H", "H", "H", "H", "Cl", "C", "C", "Cl", "H", "H", "H", "H", "Cl", "C", "C", "Cl", "H", "H", "H", "H", "Cl", "C", "C", "Cl", "H", "H", "H", "H", "Cl", "C", "C", "Cl", "H", "H", "H", "H", "Cl", "C", "C", "Cl", "H", "H", "H", "H", "Cl", "C", "C", "Cl", "H", "H", "H", "H", "Cl", "C", "C", "Cl", "H", "H", "H", "H", "Cl", "C", "C", "Cl", "H", "H", "H", "H", "Cl", "C", "C", "Cl", "H", "H", "H", "H", "Cl", "C", "C", "Cl", "H", "H", "H", "H", "Cl", "C", "C", "Cl", "H", "H", "H", "H"],
  "positions_angstrom": [[8.189, -1.570, 3.784], [6.732, -1.214, 3.915], [5.921, -1.361, 2.501], [4.964, -0.076, 2.357], [5.581, 1.262, 1.760], [4.703, 2.577, 1.627], [3.205, 2.558, 2.062], [2.253, 3.695, 2.026], [2.289, 4.525, 3.248], [1.589, 4.158, 4.233], [3.142, 5.666, 3.253], [2.331, 4.487, 0.781], [1.242, 4.768, 0.199], [3.515, 5.019, 0.192], [2.658, 1.197, 2.645], [3.476, -0.122, 2.827], [2.605, -1.292, 3.498], [2.950, -2.465, 3.827], [1.299, -0.612, 3.664], [1.207, 0.799, 3.184], [0.129, 1.447, 3.212], [8.712, -0.982, 4.468], [8.470, -1.275, 2.823], [6.212, -1.785, 4.777], [6.682, -0.079, 4.163], [6.685, -1.286, 1.630], [5.378, -2.365, 2.421], [6.692, 1.224, 1.438], [5.182, 3.532, 1.227], [0.789, -0.800, 4.541], [-2.844, -1.350, 3.583], [-2.595, 0.093, 2.567], [-3.457, 0.076, 1.321], [-2.949, -1.183, 0.166], [-1.534, 0.153, 2.321], [-2.851, 0.959, 3.181], [-3.373, 1.034, 0.803], [-4.510, -0.090, 1.561], [3.508, 10.665, 2.823], [2.721, 9.362, 1.896], [3.721, 8.357, 1.359], [4.748, 9.049, 0.079], [2.141, 9.821, 1.093], [2.026, 8.865, 2.577], [3.194, 7.509, 0.917], [4.373, 7.978, 2.149], [-0.522, -2.974, 1.984], [0.296, -4.288, 2.867], [-0.507, -4.758, 4.063], [-0.572, -3.530, 5.353], [1.287, -3.933, 3.162], [0.427, -5.111, 2.161], [-0.042, -5.646, 4.496], [-1.532, -5.011, 3.785], [-4.204, 3.169, 0.507], [-3.689, 4.568, 1.481], [-2.215, 4.871, 1.303], [-1.185, 3.607, 2.019], [-3.934, 4.363, 2.525], [-4.287, 5.421, 1.153], [-1.964, 5.808, 1.806], [-1.948, 4.969, 0.249], [-6.419, 0.747, -2.594], [-4.665, 0.546, -2.831], [-4.010, 1.810, -3.352], [-4.493, 2.177, -5.027], [-4.509, -0.296, -3.509], [-4.243, 0.283, -1.859], [-2.924, 1.690, -3.355], [-4.254, 2.675, -2.731], [4.933, 7.313, 4.920], [5.473, 8.710, 5.884], [6.951, 8.995, 5.700], [7.975, 7.728, 6.421], [5.228, 8.516, 6.929], [4.886, 9.569, 5.551], [7.212, 9.933, 6.196], [7.215, 9.084, 4.644], [-3.149, -1.200, -8.597], [-3.142, 0.532, -8.180], [-1.890, 1.233, -8.669], [-0.437, 0.711, -7.781], [-3.256, 0.621, -7.098], [-4.023, 0.974, -8.651], [-1.984, 2.310, -8.516], [-1.719, 1.055, -9.733], [-2.718, -3.718, -2.589], [-4.458, -3.555, -2.247], [-5.282, -4.612, -2.957], [-5.305, -4.372, -4.722], [-4.767, -2.547, -2.531], [-4.579, -3.656, -1.166], [-6.319, -4.563, -2.618], [-4.906, -5.617, -2.757], [-3.930, -5.949, 8.739], [-3.682, -4.510, 7.718], [-4.547, -4.536, 6.473], [-4.037, -5.801, 5.327], [-2.621, -4.450, 7.468], [-3.938, -3.641, 8.328], [-4.468, -3.582, 5.947], [-5.598, -4.704, 6.717], [1.516, -6.631, -1.029], [2.334, -7.946, -0.150], [1.532, -8.419, 1.046], [1.469, -7.195, 2.338], [3.324, -7.593, 0.144], [2.463, -8.768, -0.858], [1.997, -9.309, 1.476], [0.507, -8.672, 0.769], [3.851, -2.676, -11.075], [3.081, -2.150, -9.557], [2.630, -0.703, -9.616], [4.005, 0.428, -9.655], [3.788, -2.318, -8.743], [2.218, -2.800, -9.399], [2.046, -0.460, -8.725], [2.008, -0.511, -10.492], [-9.437, -5.139, -6.487], [-7.905, -5.172, -7.395], [-8.126, -5.347, -8.884], [-8.740, -6.969, -9.287], [-7.285, -5.970, -6.983], [-7.404, -4.220, -7.203], [-7.179, -5.226, -9.416], [-8.831, -4.611, -9.275]],
  "mulliken_charge": [-0.66, -0.33, -0.69, 0.30, -0.71, -0.43, 0.01, 0.93, 0.47, -0.42, -0.16, 0.41, -0.43, -0.22, 0.09, -0.18, 0.25, -0.62, 0.15, -0.15, -0.50, 0.26, 0.26, 0.29, 0.30, 0.37, 0.34, 0.30, 0.37, 0.31, -0.07, -0.32, 0.03, -0.16, 0.00, 0.36, -0.25, 0.43, -0.20, -0.42, 0.18, -0.19, 0.39, 0.25, -0.08, 0.04, -0.06, -0.35, -0.36, -0.24, 0.32, 0.02, 0.35, 0.30, -0.11, -0.59, -0.57, 0.00, 0.33, 0.38, 0.34, 0.29, -0.20, 0.06, -0.41, -0.21, 0.34, -0.20, 0.32, 0.30, -0.12, -0.46, -0.41, -0.18, 0.35, 0.21, 0.31, 0.30, -0.20, -0.14, -0.43, -0.19, 0.04, 0.31, 0.31, 0.31, -0.18, -0.07, -0.52, -0.19, -0.01, 0.31, 0.32, 0.35, -0.20, -0.23, -0.35, -0.18, 0.11, 0.32, 0.17, 0.37, -0.17, -0.43, -0.48, -0.16, 0.31, 0.31, 0.33, 0.31, -0.19, -0.44, -0.19, -0.19, 0.32, 0.30, 0.06, 0.32, -0.19, -0.35, -0.41, -0.19, 0.31, 0.23, 0.29, 0.32]
}

---

2.
{
  "formula": "C36H58BF3O28P",
  "method": "the ωB97M-V functional and the def2-TZVPD basis",
  "total_charge": -1,
  "homo_lumo_gap_ev": 3.2,
  "species": ["C", "C", "B", "O", "P", "C", "C", "C", "C", "C", "O", "C", "C", "O", "C", "C", "O", "C", "F", "F", "F", "H", "H", "H", "H", "H", "H", "H", "H", "H", "H", "H", "H", "H", "H", "H", "H", "H", "H", "H", "H", "H", "H", "H", "H", "H", "H", "C", "C", "O", "C", "O", "O", "H", "H", "H", "H", "C", "C", "O", "C", "O", "O", "H", "H", "H", "H", "C", "C", "O", "C", "O", "O", "H", "H", "H", "H", "C", "C", "O", "C", "O", "O", "H", "H", "H", "H", "C", "C", "O", "C", "O", "O", "H", "H", "H", "H", "C", "C", "O", "C", "O", "O", "H", "H", "H", "H", "C", "C", "O", "C", "O", "O", "H", "H", "H", "H", "C", "C", "O", "C", "O", "O", "H", "H", "H", "H"],
  "positions_angstrom": [[-2.967, -0.630, 0.255], [-2.773, 0.133, 1.594], [-1.496, 1.103, 1.617], [-0.674, 1.062, 0.470], [-0.995, 2.391, 3.033], [-1.658, 1.282, 4.476], [-3.178, 1.399, 4.763], [-3.462, 1.304, 6.280], [-3.378, 2.638, 7.037], [-4.023, 3.817, 6.337], [-3.011, 4.410, 5.501], [-3.480, 5.349, 4.675], [-2.649, 6.608, 4.636], [-4.434, 5.237, 4.007], [0.795, 1.595, 3.088], [1.642, 1.585, 4.379], [1.285, 2.484, 5.410], [1.825, 0.189, 4.953], [2.206, -0.672, 4.056], [2.841, 0.232, 5.852], [0.806, -0.266, 5.626], [-2.353, -1.526, 0.236], [-2.756, 0.044, -0.567], [-4.017, -0.926, 0.206], [-2.793, -0.553, 2.439], [-3.664, 0.757, 1.712], [-1.125, 1.691, -0.136], [-0.641, 3.484, 3.948], [-0.518, 3.288, 1.923], [-2.328, 3.033, 2.877], [-1.148, 1.475, 5.424], [-1.431, 0.235, 4.246], [-3.643, 2.268, 4.303], [-3.651, 0.527, 4.315], [-4.406, 0.790, 6.434], [-2.710, 0.653, 6.722], [-2.357, 2.898, 7.309], [-3.912, 2.509, 7.976], [-4.816, 3.432, 5.700], [-4.469, 4.544, 7.015], [-2.537, 6.944, 3.615], [-3.122, 7.364, 5.254], [-1.649, 6.407, 5.010], [0.683, 0.555, 2.768], [1.382, 2.062, 2.307], [2.666, 1.854, 4.097], [1.079, 2.025, 6.231], [4.229, -0.562, 1.946], [5.398, -1.065, 1.138], [5.246, -0.368, -0.101], [4.527, 0.763, 0.147], [4.377, 1.643, -0.638], [4.019, 0.748, 1.402], [4.441, -0.508, 3.010], [3.329, -1.158, 1.793], [6.362, -0.795, 1.579], [5.368, -2.132, 0.985], [3.142, -3.991, -2.657], [2.537, -3.185, -1.534], [3.575, -3.222, -0.545], [4.750, -3.448, -1.180], [5.818, -3.361, -0.660], [4.547, -3.778, -2.477], [2.820, -3.654, -3.638], [2.935, -5.061, -2.562], [2.350, -2.148, -1.814], [1.616, -3.616, -1.149], [5.023, -3.551, -6.819], [4.202, -3.669, -8.075], [2.875, -3.835, -7.560], [2.846, -3.301, -6.309], [1.853, -3.134, -5.679], [4.095, -2.988, -5.884], [5.881, -2.904, -6.944], [5.358, -4.520, -6.438], [4.237, -2.764, -8.683], [4.488, -4.520, -8.690], [-6.627, 0.578, -2.688], [-7.180, -0.460, -1.737], [-6.569, -0.107, -0.500], [-6.231, 1.212, -0.558], [-5.859, 1.856, 0.360], [-6.388, 1.692, -1.829], [-7.326, 0.845, -3.478], [-5.681, 0.270, -3.138], [-8.265, -0.391, -1.628], [-6.916, -1.477, -2.020], [-2.789, 5.610, -2.119], [-2.803, 5.488, -0.611], [-2.711, 4.081, -0.421], [-2.140, 3.546, -1.514], [-1.771, 2.414, -1.585], [-2.040, 4.459, -2.516], [-2.309, 6.521, -2.468], [-3.790, 5.545, -2.552], [-1.939, 5.964, -0.142], [-3.711, 5.879, -0.160], [9.826, -2.667, -6.752], [10.385, -1.853, -7.896], [9.263, -1.749, -8.778], [8.139, -1.912, -8.041], [7.034, -1.717, -8.438], [8.437, -2.327, -6.786], [10.262, -2.408, -5.791], [9.929, -3.742, -6.912], [10.685, -0.850, -7.589], [11.223, -2.338, -8.391], [-7.183, 0.231, 10.909], [-5.715, -0.130, 10.873], [-5.363, 0.138, 9.518], [-6.247, 1.047, 9.023], [-6.130, 1.600, 7.985], [-7.282, 1.230, 9.895], [-7.500, 0.626, 11.871], [-7.827, -0.610, 10.639], [-5.113, 0.504, 11.527], [-5.529, -1.173, 11.120], [2.203, -6.461, -10.055], [1.596, -5.108, -10.333], [2.099, -4.805, -11.639], [2.410, -5.977, -12.250], [2.695, -6.087, -13.396], [2.349, -7.011, -11.367], [1.567, -7.093, -9.440], [3.189, -6.391, -9.590], [0.506, -5.140, -10.374], [1.900, -4.353, -9.615]],
  "mulliken_charge": [-1.29, -0.26, 0.79, -0.51, 0.53, -1.16, -0.47, -0.99, -0.72, -0.89, -0.24, 0.91, -1.31, -0.55, -1.55, 0.32, -0.57, 0.24, -0.17, -0.34, -0.27, 0.30, 0.16, 0.33, 0.46, 0.20, 0.20, -0.17, -0.23, -0.18, 0.34, 0.67, 0.38, 0.39, 0.43, 0.23, 0.49, 0.30, 0.46, 0.53, 0.32, 0.33, 0.33, 0.35, 0.39, 0.23, 0.41, -0.09, -0.37, -0.35, 0.60, -0.57, -0.27, 0.33, 0.17, 0.26, 0.27, 0.22, -0.41, -0.29, 0.70, -0.58, -0.29, -0.20, 0.26, 0.32, 0.28, -0.04, -0.26, -0.29, 0.57, -0.57, -0.32, 0.00, 0.26, 0.26, 0.36, -0.32, -0.31, -0.32, 0.64, -0.47, -0.32, 0.29, 0.27, 0.26, 0.28, -0.35, -0.35, -0.18, 0.57, -0.62, -0.37, 0.29, 0.26, 0.30, 0.30, -0.29, -0.34, -0.34, 0.66, -0.52, -0.29, 0.28, 0.27, 0.27, 0.29, -0.34, -0.30, -0.27, 0.58, -0.40, -0.36, 0.29, 0.26, 0.26, 0.27, -0.18, -0.07, -0.35, 0.65, -0.52, -0.36, 0.32, 0.18, 0.27, 0.10]
}

---

Number 1: highest occupied orbital energy -9.682 eV. Number 2: highest occupied orbital energy -1.859 eV.